[1]
# C3H7N2O

2 unconnected molecules or ions with the total composition C3H7N2O in a non-equilibrium geometry (ωB97M-V/def2-TZVPD, the Open Molecules 2025 dataset).

Structure (XYZ):
```
13
Properties=species:S:1:pos:R:3:forces:R:3
C 2.5952 -0.2046 0.0328 0.37 0.79 0.33
C -2.0243 0.1612 0.4867 -0.61 0.76 0.40
C -0.9849 0.5974 -0.4609 -0.15 0.97 -0.38
N 3.4746 0.5804 0.0697 0.39 0.29 -0.10
N -1.0781 -0.8020 -0.0596 0.59 -1.20 -0.10
O 1.5811 -0.7777 0.0651 -0.81 -1.04 -0.11
H -1.9168 0.3974 1.5361 0.16 -0.16 -0.02
H -3.0487 0.0720 0.1537 0.08 -0.18 -0.11
H -1.2492 0.8236 -1.4854 -0.08 -0.20 0.04
H -0.1221 1.1401 -0.0992 -0.01 -0.27 0.10
H 4.4641 0.6479 -0.0001 0.34 -0.09 -0.05
H -0.2929 -1.1476 0.5020 -0.24 0.14 -0.09
H -1.3980 -1.4882 -0.7410 -0.02 0.19 0.09
```
Forces are in eV/Å.

Lowest unoccupied orbital energy: -0.1159 Eh
Charge: +1

Löwdin population analysis, charges in e, atoms 1 to 5: C -0.38; C -0.03; C -0.04; N 0.26; N 0.10

---

[2]
# C57H40BrMnN11S5

A molecular structure, C57H40BrMnN11S5 in a non-equilibrium geometry (ωB97M-V/def2-TZVPD, the Open Molecules 2025 dataset).

Structure (XYZ):
```
115
Properties=species:S:1:pos:R:3:forces:R:3
Mn 0.5742 0.0088 0.6923 0.40 1.03 -0.86
N -0.8619 -1.3459 -0.0957 -2.10 -1.33 -0.72
S -2.0899 -1.7568 -0.7555 1.56 -0.17 1.84
N -2.5665 -1.0782 -2.2100 -1.10 0.75 -1.10
S -3.3155 0.2782 -2.2701 2.03 0.23 1.46
N -2.7724 1.5110 -1.4568 -2.08 -0.84 -1.02
S -1.1607 1.8044 -1.5056 4.00 -1.13 2.56
N -0.2515 1.1014 -0.5987 -2.96 2.61 -3.45
C -0.7379 1.7335 -3.2606 -0.05 0.60 0.15
C -0.9634 2.8395 -4.0669 0.27 -0.05 0.00
C -0.6087 2.7775 -5.4025 -0.01 0.20 -0.01
C -0.0329 1.6298 -5.9195 0.00 -0.22 0.03
C 0.1913 0.5316 -5.0994 0.07 0.22 -0.20
C -0.1588 0.5843 -3.7635 -0.07 -0.14 0.27
C -1.1625 3.5843 -1.1875 -0.66 -0.08 -0.26
C -2.3432 4.3035 -1.1270 0.09 -0.06 -0.09
C -2.2977 5.6612 -0.8681 -0.02 0.18 0.08
C -1.0759 6.2837 -0.6592 -0.02 0.06 -0.09
C 0.1015 5.5482 -0.6941 -0.12 0.05 0.00
C 0.0630 4.1907 -0.9552 0.04 -0.31 -0.12
C -3.3520 0.6816 -3.9738 -0.96 -0.15 -1.64
C -3.1175 -0.3069 -4.9397 0.02 0.40 1.18
C -3.2860 -0.0083 -6.2681 -0.21 0.50 -0.73
C -3.7066 1.2639 -6.6591 0.06 -0.21 0.54
C -3.9426 2.2446 -5.6947 -0.13 -0.14 -0.73
C -3.7780 1.9630 -4.3616 0.09 -0.91 0.82
C -5.0077 0.1921 -1.7994 -1.66 0.51 -0.22
C -5.8063 -0.8513 -2.2958 1.10 0.54 0.06
C -7.1661 -0.8172 -2.1138 -0.71 0.26 0.17
C -7.7684 0.2535 -1.4512 0.61 -0.02 -0.07
C -6.9729 1.2805 -0.9446 -0.84 -0.27 -0.05
C -5.6112 1.2622 -1.1206 0.96 -0.54 -0.33
C -2.0637 -3.4975 -1.2636 -0.25 0.33 -0.23
C -2.7778 -3.9916 -2.3397 -0.04 0.02 -0.04
C -2.6545 -5.3289 -2.6778 -0.12 -0.06 -0.08
C -1.8321 -6.1603 -1.9331 0.04 -0.05 -0.01
C -1.1060 -5.6551 -0.8656 -0.09 -0.06 -0.13
C -1.2187 -4.3172 -0.5370 0.06 0.31 0.17
C -3.6208 -1.5492 0.1937 0.12 -0.32 -0.41
C -3.6911 -0.4282 1.0013 0.29 0.16 0.00
C -4.8397 -0.1907 1.7335 -0.09 -0.09 -0.02
C -5.8988 -1.0843 1.6565 -0.01 0.16 0.04
C -5.8179 -2.2002 0.8428 -0.01 -0.12 -0.11
C -4.6726 -2.4388 0.1021 -0.01 -0.05 0.13
H -1.4034 3.7335 -3.6502 -0.03 0.10 -0.05
H -0.7788 3.6323 -6.0414 -0.02 0.09 -0.07
H 0.2325 1.5878 -6.9669 0.08 0.00 -0.06
H 0.6582 -0.3555 -5.4970 0.10 -0.15 0.02
H 0.0235 -0.2495 -3.1020 0.15 -0.09 0.10
H -3.2734 3.7831 -1.2900 -0.16 0.07 -0.02
H -3.2152 6.2319 -0.8315 -0.06 0.07 0.03
H -1.0395 7.3505 -0.4865 0.00 0.05 0.09
H 1.0490 6.0353 -0.5185 0.09 0.00 0.02
H 0.9625 3.5913 -0.9843 0.17 -0.13 0.05
H -2.7735 -1.2679 -4.5938 0.06 -0.18 -0.07
H -3.0795 -0.7584 -7.0188 0.01 -0.05 -0.01
H -3.8391 1.4895 -7.7063 0.01 0.04 -0.09
H -4.2460 3.2344 -6.0085 -0.02 0.04 0.06
H -3.9562 2.6999 -3.5923 -0.01 0.16 0.01
H -5.3281 -1.6700 -2.8125 0.01 -0.14 -0.08
H -7.7786 -1.6293 -2.4805 0.01 -0.04 -0.05
H -8.8400 0.2808 -1.3239 -0.08 -0.02 0.04
H -7.4352 2.0900 -0.3961 0.04 0.06 -0.01
H -4.9761 2.0377 -0.7249 0.05 0.13 0.04
H -3.4093 -3.3301 -2.9117 -0.07 0.06 -0.11
H -3.2000 -5.7210 -3.5270 -0.02 -0.02 0.00
H -1.7539 -7.2066 -2.1938 0.04 -0.07 -0.03
H -0.4570 -6.3044 -0.2945 0.01 0.04 0.05
H -0.6619 -3.8785 0.2751 0.10 0.02 0.13
H -2.8380 0.2371 1.0410 0.11 0.06 0.11
H -4.9073 0.6766 2.3734 0.05 0.04 0.08
H -6.7910 -0.9124 2.2399 -0.08 0.03 0.09
H -6.6491 -2.8883 0.7752 -0.04 -0.07 0.06
H -4.5941 -3.3121 -0.5259 -0.01 -0.14 -0.02
S 1.5984 -1.0394 -1.4486 0.37 -0.13 -0.58
C 2.8465 0.1345 -1.4028 -0.72 -0.12 0.37
S 2.6679 1.3224 -0.1854 0.19 0.06 0.02
C 3.8998 0.0931 -2.3087 -0.28 -0.06 0.10
C 3.8812 -0.8384 -3.3503 0.13 -0.31 -0.50
N 3.8928 -1.5681 -4.2445 0.01 -0.29 -0.34
C 4.9932 0.9545 -2.2517 0.57 0.47 0.07
N 5.9273 1.6317 -2.2248 0.28 0.25 -0.03
Br 4.8667 0.6968 3.3305 0.01 0.11 -0.07
C 3.8989 -0.5105 2.2374 0.53 -0.44 -0.11
C 4.5769 -1.5159 1.5673 -0.63 0.27 0.28
C 3.8101 -2.4600 0.8903 0.04 -0.03 0.17
C 2.4354 -2.3319 0.8811 -0.10 0.22 0.44
N 1.7942 -1.3183 1.4931 1.80 -0.43 0.55
C 2.5129 -0.4065 2.1600 0.70 -0.94 1.23
H 5.6500 -1.6035 1.6156 0.13 0.09 -0.01
H 4.2923 -3.2719 0.3690 -0.05 -0.12 -0.06
H 1.8053 -3.0612 0.3923 0.01 0.08 -0.11
H 2.0046 0.2843 2.8295 -0.05 -0.11 -0.42
C 0.1049 1.8684 1.8507 -0.02 0.54 0.39
C 0.3155 1.9710 3.2676 -0.12 0.36 -0.40
C 1.5427 2.4392 3.7929 -0.04 -0.05 -0.03
C 1.7539 2.5628 5.1409 -0.17 -0.10 0.22
C 0.7310 2.2326 6.0470 -0.09 -0.13 -0.95
C -0.4924 1.7456 5.5489 0.25 0.02 0.13
C -0.6878 1.6216 4.2003 0.04 -0.04 0.07
C 0.8871 2.4559 7.4176 0.08 0.13 0.99
N 0.9807 2.6665 8.5489 0.08 0.00 0.15
H 0.7119 2.5927 1.3011 -0.07 -0.09 0.00
H -0.9568 1.9742 1.5979 0.14 -0.12 0.00
H 2.3201 2.7218 3.0954 0.10 -0.03 -0.05
H 2.7089 2.9088 5.5174 -0.02 0.07 0.02
H -1.2711 1.4584 6.2446 -0.04 0.07 0.02
H -1.6357 1.2558 3.8333 -0.07 -0.02 -0.05
N -0.5094 -0.7072 2.4048 -1.76 -1.34 1.02
C -1.3809 -1.3901 2.7655 1.97 1.45 -0.30
C -2.4082 -2.1925 3.1933 -0.42 -0.47 0.20
C -2.6629 -3.4025 2.5635 -0.01 -0.65 -0.09
N -2.8910 -4.4167 2.0569 -0.09 -0.31 -0.20
C -3.2769 -1.7774 4.1937 -0.38 0.18 0.50
N -4.0158 -1.4618 5.0236 -0.27 0.19 0.23
```
Forces are in eV/Å.

2S+1: 2
Lowest unoccupied orbital energy (spin up / spin down): 0.0927 / 0.0929 Eh
Charge: -2

Löwdin population analysis, charges in e, atoms 1 to 5: Mn 0.17; N -0.30; S 0.78; N -0.34; S 0.87

---

[3]
# C31H84N2O11

11 unconnected molecules or ions with the total composition C31H84N2O11 in a non-equilibrium geometry (ωB97M-V/def2-TZVPD, the Open Molecules 2025 dataset).

Structure (XYZ):
```
128
Properties=species:S:1:pos:R:3:forces:R:3
C -0.8642 2.1283 -1.9157 2.01 9.37 -2.87
O -0.5692 3.4273 -2.2887 -1.29 -5.65 1.61
N -0.2552 1.4833 -1.0127 2.96 -1.57 4.20
N -1.8122 1.4743 -2.4867 -4.17 -1.28 -3.18
H 0.5128 1.8783 -0.4337 -1.09 -0.09 -0.80
H -0.5912 0.5493 -0.8957 0.40 -0.51 0.48
H -2.3282 2.0143 -3.2197 0.68 -1.19 1.12
H -2.0892 0.5123 -2.1987 0.27 1.41 -0.54
C 0.6468 -1.8737 -0.5867 -0.81 0.81 1.84
C -0.9152 -1.8787 -0.4457 5.98 -2.80 7.32
C -1.3992 -1.4227 0.9113 -0.05 1.44 1.16
O -1.4562 -1.1607 -1.3007 -3.89 4.97 -7.33
H 0.9988 -2.4957 -1.3707 0.18 -0.47 -0.90
H 1.1378 -2.1867 0.3493 -0.16 0.06 -0.32
H 0.8768 -0.8367 -0.7617 0.75 0.35 -0.23
H -1.0782 -2.8807 -0.5187 -1.49 -3.30 -0.28
H -1.0312 -2.0287 1.7483 -0.36 -0.01 -0.29
H -2.4862 -1.3787 0.8503 -0.17 -0.65 0.33
H -1.1972 -0.3367 1.2073 0.42 -1.29 -0.73
H -1.0262 -1.3277 -2.1567 -0.34 0.12 -0.51
C -5.0262 0.0833 1.1153 1.60 -0.64 1.05
C -4.0682 0.6943 0.1633 -7.28 -3.46 -6.45
C -4.6832 1.7803 -0.7187 -3.25 -1.94 -3.06
O -3.1222 1.3063 0.6163 9.58 5.56 8.57
H -4.6232 -0.8607 1.4703 -0.18 -0.17 0.24
H -5.9662 -0.0407 0.7303 -2.24 -0.81 -1.65
H -5.2652 0.6873 1.9513 0.45 0.97 1.11
H -3.5612 -0.0877 -0.4687 -1.72 -0.33 -0.22
H -3.9712 2.3213 -1.3767 -0.30 -0.17 0.96
H -5.4672 2.3963 -0.2657 0.71 0.28 0.45
H -5.3102 1.1783 -1.4307 0.09 0.70 -0.06
H -2.4122 1.2283 0.0333 2.15 0.31 -1.03
C -3.0592 0.0133 4.1843 2.12 1.54 -1.30
C -2.6922 0.9973 5.3233 -5.88 -4.14 1.27
C -2.3542 0.2163 6.5923 -1.85 -1.80 0.37
O -1.7992 1.8103 5.0013 8.11 4.86 -1.07
H -2.8092 0.5553 3.1823 -0.73 -1.12 1.59
H -4.0802 -0.1287 4.2953 -2.02 -0.74 -0.32
H -2.5152 -0.9377 4.2023 -0.02 0.15 0.10
H -3.5462 1.6813 5.4463 -1.29 -0.99 0.78
H -2.0992 0.8053 7.4683 0.35 0.31 -0.19
H -1.5562 -0.5587 6.3703 -0.93 0.82 0.47
H -3.3402 -0.3337 6.9203 1.90 0.67 -0.69
H -1.7682 2.0783 4.0833 -0.23 -0.14 -0.64
C -4.3912 -0.9487 -5.9477 -1.43 -2.31 -2.13
C -3.9402 -0.0187 -4.8827 -9.74 -2.88 0.85
C -4.2422 -0.6127 -3.5147 0.43 0.98 1.04
O -2.7572 0.2953 -5.0217 10.43 3.42 -1.39
H -3.8762 -1.9577 -6.1227 -0.20 1.42 0.83
H -4.3642 -0.4647 -6.9657 -0.22 -0.28 0.90
H -5.4352 -1.2087 -5.6727 0.34 0.10 -0.74
H -4.5792 0.8563 -5.0777 -0.56 0.19 0.68
H -3.6482 -1.5067 -3.3107 -0.08 -0.05 -0.14
H -5.2892 -0.7777 -3.2527 0.01 -0.24 -0.68
H -3.9662 0.1493 -2.7777 0.17 -0.25 0.03
H -2.6922 0.7673 -5.8717 0.68 -0.24 0.47
C 2.9098 1.3363 0.4443 3.03 -1.95 -0.25
C 2.7728 2.5943 -0.3917 4.40 -5.29 -3.27
C 2.8048 2.2163 -1.9167 0.43 -0.43 1.10
O 1.7138 3.2263 -0.1147 -6.28 3.70 2.49
H 2.2638 0.4393 0.3213 -0.44 1.18 0.32
H 3.2008 1.5913 1.4563 -0.98 -0.04 0.60
H 3.9088 0.8033 0.1883 -1.19 1.06 -0.25
H 3.6058 3.1953 -0.1667 1.85 0.66 0.13
H 2.8968 3.0813 -2.5227 -0.51 1.10 -0.61
H 1.9798 1.5673 -2.2527 0.30 0.43 0.29
H 3.7388 1.7303 -2.0807 0.72 -0.79 -0.22
H 1.7388 4.0463 -0.5987 -0.84 0.57 -0.29
C 3.5208 -3.2537 -2.4067 1.36 -0.10 0.53
C 3.7928 -2.2117 -3.4827 -9.64 -0.93 0.93
C 3.1568 -0.9037 -3.0617 -2.57 0.17 1.38
O 4.9788 -1.9017 -3.6307 11.09 1.08 -1.87
H 4.3588 -3.9467 -2.4107 0.28 -0.08 0.19
H 2.6828 -3.8847 -2.5647 -1.10 -0.24 -0.38
H 3.4338 -2.8157 -1.3947 0.13 -0.13 -0.54
H 3.3858 -2.5437 -4.4777 -0.50 -0.16 0.78
H 3.4808 -0.5857 -2.0397 -0.13 -0.67 -0.57
H 2.0468 -0.9847 -3.0387 0.54 0.48 -0.01
H 3.4758 -0.0767 -3.6627 -0.06 0.39 -0.85
H 5.0408 -1.4877 -4.4997 0.77 0.11 0.38
C 1.0338 -0.3947 3.1023 -0.44 -1.59 0.06
C 0.8338 -0.7717 4.5093 2.29 -4.67 0.24
C 2.0158 -1.5357 5.1333 0.43 -1.91 0.56
O 0.6788 0.1563 5.3803 -2.03 6.76 3.97
H 1.9598 0.0763 3.0103 1.72 0.79 -0.31
H 0.2838 0.3103 2.8233 -0.77 0.07 -0.81
H 1.0628 -1.3867 2.6223 -0.24 0.76 -0.76
H -0.0002 -1.3867 4.7063 -1.41 -1.81 -1.07
H 1.8858 -1.9057 6.2013 -0.57 0.91 -1.13
H 2.9318 -0.9487 5.1843 -0.04 0.17 -0.40
H 2.1848 -2.4867 4.6293 0.45 0.01 -0.51
H -0.2542 0.4573 5.3503 0.89 0.60 0.16
C 4.3738 -2.0887 1.4923 -1.88 -1.17 1.70
C 5.2378 -1.0797 2.1353 -4.51 -0.20 3.73
C 5.6498 -1.4837 3.5693 -2.82 -1.51 -0.33
O 6.3118 -0.9327 1.4783 7.31 1.00 -3.14
H 4.2048 -1.8837 0.4453 -0.04 -0.04 -0.34
H 3.4008 -2.0967 2.0543 0.56 -0.12 -0.77
H 4.8488 -3.0407 1.6953 -0.05 -0.56 -0.61
H 4.6588 -0.1497 2.0523 -0.25 0.38 1.14
H 5.9938 -2.5297 3.6953 0.34 0.56 -0.74
H 4.7538 -1.5127 4.1873 -0.22 0.29 0.12
H 6.2928 -0.8147 4.0243 1.56 1.36 0.64
H 6.1578 -1.0217 0.5573 0.06 0.00 -1.38
C -1.3202 4.5863 3.2553 0.15 -0.16 1.47
C -0.6622 3.3973 2.5283 5.50 7.61 2.67
C 0.6188 3.0153 3.2943 1.14 1.34 2.04
O -1.3462 2.3663 2.3583 -4.74 -7.01 -0.82
H -2.0072 5.0523 2.6093 -1.21 0.60 -0.84
H -0.5942 5.3563 3.5263 0.18 -0.18 -0.27
H -1.8262 4.3563 4.2003 0.00 -0.31 -0.13
H -0.4812 3.8933 1.6003 1.20 0.09 -1.16
H 1.4118 2.6813 2.6633 0.49 -0.20 -0.78
H 0.4848 2.1833 4.0203 -0.37 0.66 -0.46
H 1.0908 3.8813 3.9483 -1.13 -1.52 -1.47
H -1.9802 2.4873 1.6593 -0.89 -0.36 -0.33
C 0.6248 -0.8907 -5.9337 -1.29 -0.94 -1.45
C -0.3332 -1.6967 -5.0347 3.78 -6.65 -7.65
C 0.4968 -2.9177 -4.6677 -1.17 -2.37 0.52
O -0.6092 -1.2057 -3.9297 -2.09 4.33 7.59
H 1.5338 -0.7087 -5.4257 0.90 0.42 0.75
H 0.1248 0.0113 -6.1987 -0.03 1.13 -0.41
H 0.8978 -1.4427 -6.8827 -0.58 0.50 1.01
H -1.2502 -2.0787 -5.5717 0.69 0.61 -0.16
H -0.1552 -3.7877 -4.3527 0.52 0.58 -0.91
H 1.0088 -2.7757 -3.7337 0.56 0.72 0.25
H 1.2188 -3.1797 -5.4177 0.13 -0.55 -0.34
H -1.1372 -0.4787 -4.1897 -1.58 2.17 0.75
```
Forces are in eV/Å.

Lowest unoccupied orbital energy: 0.0068 Eh
SMILES: NC(N)=O.CC(C)O.CC(C)O.CC(C)O.CC(C)O.CC(C)O.CC(C)O.CC(C)O.CC(C)O.CC(C)O.CC(C)O

Löwdin population analysis, charges in e, atoms 1 to 5: C -0.66; O -0.13; N 0.21; N 0.16; H 0.11

---

So what do the calculations give for energy relative to the best compared isomer or geometry (same formula, charge and spin)? Going down the list: 148.92, 257.41, 1336.19 kJ/mol.
So what do the calculations give for DFT total energy? Going down the list: -302.9833, -8513.9897, -2168.2012 hartree.